No. 1
A molecular structure, C29H26N3O10RuS4Se2, computed with wB97M-V/def2-TZVPD.

Positions of all 75 atoms, in Å:
Ru1 -0.1855 0.2265 0.5837
O1 -1.2269 -1.2578 4.3467
C1 -0.5309 -0.7944 3.4441
O2 -1.0134 -0.3123 2.3722
C2 0.9857 -0.7902 3.7178
C3 1.3342 -1.2011 4.9757
C4 2.6666 -1.2260 5.4042
C5 3.6794 -0.8227 4.5695
C6 3.3676 -0.4166 3.2859
C7 2.0117 -0.3945 2.7793
O3 1.7780 -0.0493 1.5898
N1 4.4978 0.0065 2.4731
O4 4.3474 0.2005 1.2775
O5 5.5926 0.1245 3.0192
N2 2.9939 -1.6688 6.7414
O6 4.1720 -1.6862 7.0811
O7 2.0831 -1.9998 7.4844
H1 0.5360 -1.5069 5.6358
H2 4.7041 -0.8229 4.9004
O8 -2.3237 6.8517 0.3749
C8 -1.9520 5.7012 0.4141
S1 -2.6140 4.4164 -0.6049
C9 -1.6018 3.1208 0.0052
C10 -0.7211 3.4346 0.9612
S2 0.3476 2.2645 1.6886
S3 -0.6831 5.1076 1.4899
S4 -1.8020 1.5023 -0.6141
C11 0.3889 -3.4360 -1.2205
Se1 1.1674 -2.4329 0.2489
C12 2.6794 -1.7372 -0.7635
C13 2.2946 -0.8821 -1.9569
Se2 1.0462 0.6019 -1.6348
C14 2.3787 1.8885 -1.0536
H3 1.1630 -4.0121 -1.7275
H4 -0.1071 -2.7586 -1.9131
H5 -0.3501 -4.1044 -0.7846
H6 3.2834 -2.5822 -1.1042
H7 3.2571 -1.1586 -0.0451
H8 1.8187 -1.4787 -2.7360
H9 3.1804 -0.4161 -2.3954
H10 3.0669 2.0896 -1.8732
H11 2.8870 1.4925 -0.1769
H12 1.8316 2.7850 -0.7732
C15 -4.0122 -0.1133 5.5620
C16 -4.1602 -0.2259 4.0683
C17 -4.1144 0.9232 3.2856
C18 -4.1778 0.8416 1.9042
C19 -4.3403 -0.3865 1.2890
C20 -4.4006 -1.5407 2.0652
N3 -4.6434 -2.8038 1.4746
C21 -4.5039 -3.0690 0.1192
C22 -5.5315 -3.7038 -0.5824
C23 -5.4072 -3.9881 -1.9337
C24 -4.2657 -3.5956 -2.6201
C25 -3.2467 -2.9572 -1.9232
C26 -3.3323 -2.7238 -0.5583
C27 -2.0960 -2.2282 0.1722
O9 -1.6135 -2.9629 1.0295
O10 -1.5987 -1.1684 -0.3397
C28 -4.2718 -1.4765 3.4551
C29 -4.1927 -2.7529 4.2448
H13 -4.0724 0.9312 5.8731
H14 -3.0393 -0.5085 5.8618
H15 -4.7851 -0.6729 6.0947
H16 -3.9852 1.8876 3.7641
H17 -4.0943 1.7368 1.2969
H18 -4.3901 -0.4487 0.2097
H19 -5.3062 -3.3841 1.9603
H20 -6.4441 -3.9563 -0.0522
H21 -6.2161 -4.4889 -2.4531
H22 -4.1675 -3.7838 -3.6821
H23 -2.3459 -2.6426 -2.4366
H24 -3.6498 -3.5026 3.6686
H25 -5.1841 -3.1579 4.4950
H26 -3.6432 -2.5986 5.1682

- spin multiplicity = 2
- charge = -2
- LUMO (spin up / spin down) (eV) = 3.82 / 3.82
- highest occupied orbital energy (spin up / spin down) (hartree) = -0.0632 / -0.0617
- energy above the lowest of the compared OMol25 structures with the same formula, charge and spin (kcal per mole) = 33.3
- strongest force on any atom (eV/Å) = 0.68
- orbital gap (spin up / spin down) (eV) = 5.54 / 5.50

=====

No. 2
A molecular structure, C28H31N6OSn, computed with wB97M-V/def2-TZVPD.

Positions of all 67 atoms, in Å:
Sn1 0.5782 -0.9126 -1.0748
C1 4.3119 -1.3951 1.6778
C2 3.4078 -1.1002 0.5274
N1 2.1263 -1.1047 0.6191
N2 1.5844 -1.3216 1.8703
C3 0.3108 -1.5836 1.8175
O1 -0.3800 -1.6717 0.7279
C4 -0.3973 -1.7762 3.1066
C5 -1.6862 -2.2999 3.1136
C6 -2.3732 -2.4569 4.3063
C7 -1.7770 -2.0811 5.5007
C8 -0.4914 -1.5574 5.4988
C9 0.1996 -1.4085 4.3090
C10 3.9871 -0.7683 -0.7973
C11 5.3635 -0.7111 -0.9974
C12 5.8433 -0.4280 -2.2657
C13 4.9426 -0.2268 -3.2958
C14 3.5877 -0.2848 -3.0031
N3 3.1181 -0.5254 -1.7873
H1 3.7616 -1.8921 2.4687
H2 4.7189 -0.4646 2.0787
H3 5.1454 -2.0182 1.3619
H4 -2.1300 -2.6000 2.1730
H5 -3.3697 -2.8796 4.3103
H6 -2.3113 -2.2000 6.4330
H7 -0.0275 -1.2633 6.4294
H8 1.1965 -0.9944 4.2952
H9 6.0487 -0.8819 -0.1833
H10 6.9083 -0.3763 -2.4454
H11 5.2734 -0.0245 -4.3035
H12 2.8498 -0.1359 -3.7813
N4 -4.4316 -1.1732 -0.3282
C15 -4.1270 -1.4387 -1.7876
C16 -2.6422 -1.1824 -1.9971
N5 -2.3007 -1.3727 -3.3897
H13 -5.4176 -1.3124 -0.1019
H14 -4.1781 -0.2113 -0.0839
H15 -3.8721 -1.7879 0.2705
H16 -4.7502 -0.7686 -2.3764
H17 -4.4044 -2.4708 -1.9938
H18 -2.0837 -1.8483 -1.3260
H19 -2.4149 -0.1562 -1.6794
H20 -1.8722 -0.5445 -3.7843
H21 -1.6614 -2.1442 -3.5206
C17 -0.5534 3.2411 2.8550
C18 -1.0732 1.9632 2.7318
C19 -0.9258 1.2560 1.5472
C20 -0.2253 1.8009 0.4762
C21 0.2867 3.0944 0.6048
C22 0.1183 3.8054 1.7781
N6 -0.0212 1.0818 -0.7244
C23 -0.4650 1.7092 -1.8989
C24 -1.6916 2.3905 -1.9376
C25 -2.1816 2.8974 -3.1251
C26 -1.4763 2.7316 -4.3131
C27 -0.2556 2.0795 -4.2829
C28 0.2525 1.5883 -3.0877
H22 -0.6715 3.7945 3.7757
H23 -1.6039 1.5073 3.5582
H24 -1.3647 0.2693 1.4469
H25 0.8267 3.5327 -0.2241
H26 0.5259 4.8041 1.8572
H27 -2.2433 2.5301 -1.0159
H28 -3.1238 3.4292 -3.1284
H29 -1.8641 3.1289 -5.2395
H30 0.3240 1.9734 -5.1902
H31 1.2422 1.1469 -3.0550

- charge = +1
- LUMO (eV) = -3.08
- highest occupied orbital energy (hartree) = -0.3574
- energy above the lowest of the compared OMol25 structures with the same formula, charge and spin (kcal per mole) = 9.5
- strongest force on any atom (eV/Å) = 0.59
- orbital gap (eV) = 6.64

=====

No. 3
A molecular structure, C40H41F13N5O2SSiTi, computed with wB97M-V/def2-TZVPD.

Positions of all 104 atoms, in Å:
Ti1 0.0231 0.3001 0.4978
C1 5.1635 1.7512 5.3011
C2 3.8844 1.3451 4.6045
C3 2.6477 1.4176 5.2344
C4 1.4734 1.1347 4.5597
C5 1.4474 0.7855 3.1864
N1 0.2728 0.5761 2.4984
C6 -0.9708 0.8915 3.1022
C7 -1.2047 2.1181 3.7190
C8 -2.4348 2.4280 4.2755
C9 -3.4736 1.5092 4.2613
C10 -4.8135 1.8209 4.8910
C11 -3.2574 0.2940 3.6252
C12 -2.0528 -0.0147 3.0147
C13 -1.8662 -1.2807 2.1413
O1 -1.2230 -1.0094 0.9554
C14 -3.2091 -1.9684 1.7159
F1 -2.9979 -2.8942 0.7801
F2 -3.8686 -2.5803 2.7204
F3 -4.0561 -1.0703 1.1946
C15 -1.0989 -2.3413 3.0391
F4 0.1349 -1.9803 3.3629
F5 -1.0186 -3.5404 2.4358
F6 -1.7507 -2.5214 4.2124
C16 2.7281 0.5694 2.5917
C17 3.8869 0.8773 3.3008
C18 2.8118 -0.0740 1.2093
O2 1.8606 0.3883 0.3374
C19 4.1746 0.1602 0.4884
F7 5.1946 -0.5220 1.0577
F8 4.5066 1.4686 0.5288
F9 4.1254 -0.1820 -0.7870
C20 2.6161 -1.6524 1.3328
F10 2.8854 -2.1057 2.5638
F11 1.3481 -1.9730 1.0441
F12 3.3861 -2.3597 0.4882
H1 5.4025 2.8042 5.1195
H2 6.0143 1.1600 4.9503
H3 5.0801 1.6180 6.3830
H4 2.5990 1.6912 6.2868
H5 0.5370 1.1707 5.1001
H6 -0.4062 2.8516 3.7173
H7 -2.5945 3.4139 4.7066
H8 -4.9556 2.8992 4.9874
H9 -4.8974 1.3801 5.8891
H10 -5.6314 1.4230 4.2846
H11 -4.0797 -0.4103 3.5799
H12 4.8480 0.7295 2.8294
S1 -2.8817 1.8535 0.5330
C21 -1.5087 2.8626 0.4524
C22 -1.6188 4.2859 0.4742
C23 -0.5339 5.0740 0.2501
C24 0.7090 4.4728 0.0089
C25 0.7883 3.1067 0.0591
N2 -0.2735 2.3027 0.2974
H13 -2.6020 4.7009 0.6487
H14 -0.6327 6.1546 0.2412
H15 1.5935 5.0531 -0.2185
H16 1.7294 2.6091 -0.1127
C26 0.5816 -4.2874 -1.6029
Si1 1.5970 -3.3832 -2.9082
C27 1.0450 -4.0536 -4.5910
C28 3.3879 -3.9439 -2.7633
N3 1.3373 -1.7590 -2.6787
C29 1.7561 -0.6263 -3.2312
C30 2.6542 -0.4803 -4.3333
C31 3.0443 0.7585 -4.8374
C32 2.5631 1.9491 -4.3044
C33 1.6683 1.8692 -3.2296
C34 1.3095 0.6406 -2.7469
F13 0.4167 0.6099 -1.7205
H17 1.2134 -4.7693 -0.8421
H18 -0.0794 -5.0598 -2.0229
H19 -0.0349 -3.5406 -1.0944
H20 1.3758 -5.0909 -4.7406
H21 1.4618 -3.4422 -5.4044
H22 -0.0485 -4.0263 -4.6900
H23 3.7941 -3.6766 -1.7801
H24 4.0021 -3.4356 -3.5201
H25 3.4989 -5.0268 -2.9030
H26 3.0481 -1.3938 -4.7736
H27 3.7473 0.7961 -5.6640
H28 2.8687 2.9086 -4.7020
H29 1.2503 2.7578 -2.7695
C35 -1.7690 -1.2248 -3.8713
C36 -3.1122 -1.1544 -4.6636
N4 -4.0757 -0.2823 -3.9717
C37 -3.4716 1.0529 -3.8175
C38 -2.1520 0.9582 -2.9934
N5 -1.8884 -0.4395 -2.6448
C39 -2.9920 -0.9734 -1.8420
C40 -4.3288 -0.8361 -2.6300
H30 -0.9367 -0.8220 -4.4522
H31 -1.5102 -2.2484 -3.5946
H32 -3.5720 -2.1430 -4.7644
H33 -2.9599 -0.7544 -5.6703
H34 -4.2024 1.7000 -3.3222
H35 -3.2900 1.4494 -4.8206
H36 -2.2194 1.5326 -2.0706
H37 -1.3009 1.3256 -3.5727
H38 -3.0252 -0.4231 -0.9081
H39 -2.7652 -2.0175 -1.6163
H40 -5.0211 -0.1638 -2.1146
H41 -4.8259 -1.8031 -2.7583

- spin multiplicity = 2
- charge = -2
- LUMO (spin up / spin down) (eV) = 4.24 / 4.24
- highest occupied orbital energy (spin up / spin down) (hartree) = -0.0548 / -0.0550
- energy above the lowest of the compared OMol25 structures with the same formula, charge and spin (kcal per mole) = 19.2
- strongest force on any atom (eV/Å) = 1.99
- orbital gap (spin up / spin down) (eV) = 5.73 / 5.74

=====

No. 4
19 unconnected molecules or ions with the total composition C28H76N20O41S, computed with wB97M-V/def2-TZVPD.

Positions of all 166 atoms, in Å:
C1 3.1300 -2.7561 -5.4000
C2 2.4443 -1.4625 -4.6422
C3 3.4562 -0.1836 -4.8089
C4 3.4051 0.8977 -3.5615
C5 1.9000 1.4218 -3.1779
N1 1.0540 0.4369 -2.4017
C6 -0.3324 1.0366 -2.2988
C7 -1.4760 0.0255 -1.6972
O1 -2.7583 0.8006 -1.6956
C8 -1.7734 -1.3000 -2.6463
N2 -0.5609 -2.1709 -2.8895
C9 1.6444 0.0844 -1.0532
O2 2.4203 -1.0332 -1.0184
O3 1.4231 0.8772 0.1653
S1 0.9901 -0.0857 1.5028
C10 2.4493 -0.4583 2.6575
O4 -0.0952 0.7307 2.3015
O5 0.3356 -1.4434 1.1546
H1 4.0892 -2.3844 -5.9792
H2 2.3820 -3.2950 -6.1212
H3 3.4837 -3.4893 -4.5336
H4 2.2068 -1.7497 -3.5228
H5 1.4157 -1.2105 -5.1916
H6 4.5814 -0.5759 -4.8571
H7 3.2345 0.2926 -5.8639
H8 4.0007 1.8565 -3.9509
H9 4.0220 0.5371 -2.6052
H10 1.3144 1.8329 -4.1330
H11 2.0496 2.3813 -2.4854
H12 -0.6782 1.3032 -3.4095
H13 -0.2763 2.0866 -1.7408
H14 -1.2313 -0.3044 -0.5941
H15 -2.7271 1.5099 -2.4077
H16 -2.5569 -1.9681 -2.0426
H17 -2.3348 -1.0208 -3.6618
H18 0.1653 -2.0815 -2.1453
H19 -0.1716 -2.0549 -3.8508
H20 3.4402 -0.0606 2.1713
H21 2.6003 -1.6208 2.8472
H22 2.1875 0.0501 3.6945
C11 -0.1461 4.8102 -5.2628
N3 -0.6445 3.4246 -5.4761
O6 0.1371 2.6143 -5.9874
O7 -1.8064 3.1896 -5.1242
H23 0.8851 4.8730 -5.6164
H24 -0.7906 5.4834 -5.8316
H25 -0.2001 5.0186 -4.1924
C12 3.4598 -6.6963 -7.2904
N4 2.7886 -5.4049 -7.5990
O8 3.2705 -4.7196 -8.5084
O9 1.7969 -5.1155 -6.9194
H26 4.3122 -6.8208 -7.9616
H27 3.7905 -6.6556 -6.2506
H28 2.7287 -7.4926 -7.4438
C13 2.5892 -2.5405 -10.7496
N5 2.7696 -1.6498 -11.9277
O10 3.0400 -0.4641 -11.7047
O11 2.6344 -2.1663 -13.0431
H29 2.7362 -1.9560 -9.8390
H30 1.5742 -2.9407 -10.7914
H31 3.3333 -3.3364 -10.8213
C14 -2.3414 4.0313 0.3666
N6 -1.5530 4.4299 -0.8305
O12 -1.2643 3.5408 -1.6399
O13 -1.2463 5.6242 -0.9239
H32 -2.5392 2.9584 0.3182
H33 -1.7462 4.2743 1.2491
H34 -3.2753 4.5968 0.3494
C15 -6.8438 3.3972 -0.2131
N7 -5.7718 4.2594 0.3534
O14 -4.9914 3.7374 1.1579
O15 -5.7441 5.4361 -0.0258
H35 -6.7482 2.3933 0.2061
H36 -7.8030 3.8403 0.0622
H37 -6.7121 3.3767 -1.2968
C16 2.3389 -2.9470 5.7346
N8 3.5566 -2.0921 5.7362
O16 4.2861 -2.1443 4.7393
O17 3.7456 -1.3927 6.7383
H38 2.3000 -3.5048 4.7966
H39 2.4130 -3.6275 6.5853
H40 1.4734 -2.2878 5.8274
C17 -0.4506 3.3600 4.6915
N9 -1.1218 4.6515 4.3829
O18 -0.6399 5.3367 3.4735
O19 -2.1135 4.9408 5.0625
H41 0.4018 3.2356 4.0203
H42 -0.1199 3.4007 5.7313
H43 -1.1817 2.5637 4.5381
C18 4.7643 -0.8089 9.9865
N10 3.7997 -1.7955 10.5430
O20 3.7696 -2.9152 10.0192
O21 3.0999 -1.4181 11.4900
H44 5.3101 -1.2742 9.1630
H45 4.1902 0.0496 9.6323
H46 5.4469 -0.5260 10.7904
C19 -3.2407 -3.1433 -6.3790
N11 -1.9317 -3.0175 -5.6831
O22 -1.4372 -4.0501 -5.2163
O23 -1.4376 -1.8854 -5.6252
H47 -3.5548 -4.1889 -6.3543
H48 -3.9575 -2.5127 -5.8492
H49 -3.1004 -2.8070 -7.4083
C20 -4.5873 -7.7622 -8.2327
N12 -4.1604 -6.3383 -8.1711
O24 -4.7080 -5.6191 -7.3274
O25 -3.2874 -5.9828 -8.9715
H50 -5.3562 -7.9336 -7.4764
H51 -4.9837 -7.9443 -9.2337
H52 -3.7080 -8.3787 -8.0354
C21 -2.3451 -0.3855 5.0353
N13 -1.0360 -0.2596 5.7311
O26 -0.5415 -1.2923 6.1979
O27 -0.5419 0.8725 5.7890
H53 -2.6592 -1.4311 5.0599
H54 -3.0618 0.2452 5.5651
H55 -2.2048 -0.0491 4.0060
C22 1.0239 -1.3904 13.9763
N14 0.1776 -0.8528 15.0756
O28 0.6788 -0.8065 16.2049
O29 -0.9661 -0.4925 14.7735
H56 1.9987 -1.6667 14.3837
H57 0.5151 -2.2652 13.5664
H58 1.1284 -0.6039 13.2261
C23 4.2395 -4.1639 16.2608
N15 3.1317 -4.6321 15.3848
O30 2.9113 -5.8484 15.3522
O31 2.5148 -3.7653 14.7546
H59 4.6915 -5.0285 16.7514
H60 4.9686 -3.6555 15.6267
H61 3.8108 -3.4824 16.9983
C24 2.5797 5.7291 1.4371
N16 3.3280 4.8036 2.3299
O32 2.6624 4.0547 3.0545
O33 4.5624 4.8551 2.2781
H62 1.5089 5.5759 1.5869
H63 2.8648 6.7483 1.7056
H64 2.8626 5.4954 0.4087
C25 -3.0557 5.0514 -8.9027
N17 -2.3614 6.2040 -8.2677
O34 -1.1255 6.2103 -8.3042
O35 -3.0769 7.0700 -7.7507
H65 -2.3071 4.3715 -9.3148
H66 -3.6440 4.5542 -8.1288
H67 -3.6947 5.4473 -9.6946
C26 -1.4467 -0.1235 -9.2429
N18 -1.9451 -1.5091 -9.4562
O36 -1.1635 -2.3193 -9.9675
O37 -3.1070 -1.7441 -9.1043
H68 -0.4155 -0.0607 -9.5965
H69 -2.0912 0.5497 -9.8117
H70 -1.5007 0.0849 -8.1725
C27 4.0941 2.8823 7.8425
N19 4.5581 2.9826 9.2525
O38 4.7385 1.9241 9.8658
O39 4.7282 4.1212 9.7039
H71 3.9876 1.8277 7.5798
H72 3.1329 3.3957 7.7746
H73 4.8462 3.3624 7.2132
C28 -9.2468 0.8757 3.2889
N20 -8.4584 1.2743 2.0917
O40 -8.1696 0.3852 1.2824
O41 -8.1516 2.4686 1.9984
H74 -9.4446 -0.1972 3.2405
H75 -8.6515 1.1187 4.1714
H76 -10.1807 1.4412 3.2716

- LUMO (eV) = -0.62
- highest occupied orbital energy (hartree) = -0.2902
- energy above the lowest of the compared OMol25 structures with the same formula, charge and spin (kcal per mole) = 194.7
- strongest force on any atom (eV/Å) = 9.02
- orbital gap (eV) = 7.27